No. 1
{
  "formula": "C48H108F2N7O4S2",
  "method": "wB97M-V/def2-TZVPD",
  "lumo_ev": -9.4307,
  "e_above_lowest_ev": 3.052,
  "homo_ev": -19.279,
  "energy_ha": -3572.17721,
  "total_charge": 5,
  "species": ["C", "C", "C", "N", "C", "C", "C", "C", "C", "H", "H", "H", "H", "H", "H", "H", "H", "H", "H", "H", "H", "H", "H", "H", "H", "H", "H", "C", "C", "C", "N", "C", "C", "C", "C", "C", "H", "H", "H", "H", "H", "H", "H", "H", "H", "H", "H", "H", "H", "H", "H", "H", "H", "H", "C", "C", "C", "N", "C", "C", "C", "C", "C", "H", "H", "H", "H", "H", "H", "H", "H", "H", "H", "H", "H", "H", "H", "H", "H", "H", "H", "C", "C", "C", "N", "C", "C", "C", "C", "C", "H", "H", "H", "H", "H", "H", "H", "H", "H", "H", "H", "H", "H", "H", "H", "H", "H", "H", "C", "C", "C", "N", "C", "C", "C", "C", "C", "H", "H", "H", "H", "H", "H", "H", "H", "H", "H", "H", "H", "H", "H", "H", "H", "H", "H", "C", "C", "C", "N", "C", "C", "C", "C", "C", "H", "H", "H", "H", "H", "H", "H", "H", "H", "H", "H", "H", "H", "H", "H", "H", "H", "H", "N", "S", "O", "O", "F", "S", "O", "O", "F"],
  "positions_angstrom": [[7.29, -4.62, -4.10], [6.15, -3.98, -3.36], [5.91, -2.50, -3.65], [4.85, -1.65, -2.78], [5.39, -1.59, -1.31], [4.52, -0.28, -3.34], [3.09, 0.05, -2.94], [2.48, -1.26, -2.45], [3.43, -2.37, -2.84], [8.24, -4.39, -3.62], [7.37, -4.27, -5.13], [7.21, -5.71, -4.12], [6.41, -4.21, -2.33], [5.20, -4.48, -3.52], [5.56, -2.50, -4.68], [6.87, -1.99, -3.62], [6.35, -1.09, -1.20], [5.57, -2.62, -0.98], [4.68, -1.26, -0.56], [5.25, 0.37, -2.86], [4.59, -0.25, -4.43], [3.12, 0.80, -2.16], [2.46, 0.37, -3.77], [2.44, -1.28, -1.36], [1.53, -1.59, -2.87], [3.47, -3.21, -2.13], [3.43, -2.69, -3.88], [-1.90, 5.50, 2.58], [-1.70, 4.91, 1.17], [-0.79, 5.89, 0.34], [-0.59, 5.47, -1.09], [0.23, 4.09, -1.26], [0.04, 6.56, -1.96], [-0.84, 6.66, -3.19], [-1.66, 5.39, -3.30], [-1.95, 5.27, -1.81], [-0.98, 5.57, 3.15], [-2.71, 4.87, 2.97], [-2.41, 6.46, 2.50], [-2.68, 4.86, 0.68], [-1.26, 3.91, 1.21], [0.16, 6.01, 0.86], [-1.20, 6.90, 0.33], [1.13, 4.35, -0.71], [0.40, 3.83, -2.30], [-0.21, 3.38, -0.55], [0.92, 6.12, -2.43], [0.31, 7.53, -1.53], [-0.18, 6.75, -4.06], [-1.47, 7.54, -3.24], [-1.05, 4.50, -3.47], [-2.53, 5.42, -3.95], [-2.30, 4.26, -1.59], [-2.74, 5.97, -1.50], [-3.21, -2.73, -2.54], [-3.70, -4.09, -2.92], [-4.99, -4.49, -2.10], [-5.78, -5.75, -2.62], [-6.42, -5.64, -4.04], [-7.00, -6.01, -1.60], [-7.00, -7.47, -1.29], [-5.80, -8.15, -2.02], [-4.90, -7.04, -2.48], [-2.17, -2.58, -2.84], [-3.33, -2.66, -1.46], [-3.79, -1.98, -3.07], [-2.95, -4.88, -2.82], [-3.97, -4.14, -3.97], [-5.79, -3.74, -2.10], [-4.72, -4.75, -1.08], [-7.15, -4.85, -4.23], [-7.03, -6.53, -4.23], [-5.53, -5.71, -4.67], [-7.94, -5.63, -2.00], [-6.79, -5.62, -0.61], [-7.90, -8.01, -1.59], [-6.83, -7.56, -0.22], [-6.16, -8.68, -2.90], [-5.31, -8.87, -1.35], [-4.28, -7.19, -3.37], [-4.24, -6.79, -1.65], [-0.95, -1.08, 3.76], [0.37, -1.51, 4.41], [0.37, -1.77, 5.90], [1.79, -1.61, 6.59], [2.87, -2.31, 5.70], [2.17, -0.11, 6.84], [3.19, 0.00, 8.01], [2.81, -1.28, 8.82], [1.84, -2.19, 8.02], [-1.68, -1.88, 3.80], [-0.83, -0.90, 2.69], [-1.45, -0.21, 4.19], [1.12, -0.80, 4.08], [0.52, -2.50, 3.99], [0.03, -2.75, 6.22], [-0.32, -1.04, 6.33], [2.52, -3.31, 5.46], [3.83, -2.30, 6.20], [2.99, -1.74, 4.78], [2.58, 0.21, 5.88], [1.30, 0.41, 7.25], [4.24, 0.02, 7.74], [2.97, 0.90, 8.58], [3.69, -1.89, 9.05], [2.41, -0.93, 9.77], [2.13, -3.24, 8.01], [0.79, -2.16, 8.32], [-5.27, 1.12, 2.89], [-4.76, 1.46, 1.50], [-5.91, 1.53, 0.53], [-5.60, 1.60, -0.95], [-4.85, 0.33, -1.46], [-4.93, 2.94, -1.33], [-5.26, 3.16, -2.78], [-6.81, 2.97, -2.61], [-6.91, 1.74, -1.81], [-5.20, 0.04, 3.03], [-6.28, 1.47, 3.10], [-4.60, 1.46, 3.69], [-3.93, 0.80, 1.26], [-4.27, 2.41, 1.34], [-6.61, 2.32, 0.78], [-6.41, 0.56, 0.61], [-5.46, -0.48, -1.08], [-3.82, 0.38, -1.10], [-4.88, 0.45, -2.55], [-3.90, 2.67, -1.08], [-5.36, 3.75, -0.74], [-4.77, 2.43, -3.43], [-5.05, 4.13, -3.22], [-7.39, 2.96, -3.54], [-7.14, 3.89, -2.12], [-7.09, 0.80, -2.33], [-7.69, 1.83, -1.05], [8.12, -1.19, 1.83], [7.57, 0.24, 1.66], [6.06, 0.37, 1.72], [5.51, 1.81, 1.38], [5.94, 2.75, 2.50], [5.97, 2.24, -0.07], [4.93, 3.36, -0.44], [3.63, 2.95, 0.08], [3.95, 1.81, 1.14], [7.88, -1.85, 1.00], [7.80, -1.59, 2.79], [9.21, -1.19, 1.89], [8.05, 0.50, 0.71], [8.09, 0.82, 2.42], [5.53, 0.15, 2.65], [5.70, -0.40, 1.04], [5.38, 3.66, 2.30], [7.00, 2.88, 2.31], [5.77, 2.36, 3.51], [7.01, 2.56, -0.05], [5.78, 1.35, -0.67], [5.27, 4.33, -0.08], [4.83, 3.46, -1.52], [3.12, 3.84, 0.46], [3.00, 2.51, -0.69], [3.55, 1.94, 2.15], [3.64, 0.79, 0.88], [-1.74, 1.51, -1.68], [-0.51, 0.44, -1.11], [0.70, 1.14, -0.74], [-0.41, -0.95, -1.62], [-1.25, 0.30, 0.37], [-1.53, 1.37, -3.17], [-2.25, 0.30, -3.81], [-0.21, 1.78, -3.71], [-2.49, 2.60, -3.53]]
}

***

No. 2
{
  "formula": "CH6N2O",
  "method": "wB97M-V/def2-TZVPD",
  "lumo_ev": 0.6593,
  "e_above_lowest_ev": 4.864,
  "smiles": "CN([NH3+])[O-]",
  "homo_ev": -7.877,
  "energy_ha": -226.28879,
  "species": ["C", "N", "N", "O", "H", "H", "H", "H", "H", "H"],
  "positions_angstrom": [[-0.36, 1.09, -0.42], [0.70, 0.31, 0.23], [0.27, -1.27, 0.03], [0.48, 0.28, 1.59], [0.07, -1.13, 1.13], [-0.47, -1.43, -0.65], [1.13, -1.78, -0.20], [-0.17, 2.13, -0.17], [-1.35, 0.82, -0.05], [-0.30, 0.98, -1.51]]
}

***

No. 3
{
  "formula": "C26H29Br4N2O5Ti",
  "method": "wB97M-V/def2-TZVPD",
  "lumo_ev": [-0.0177, -0.3035],
  "e_above_lowest_ev": 0.769,
  "s_squared": 0.754,
  "multiplicity": 2,
  "homo_ev": [-7.739, -7.734],
  "energy_ha": -12639.54345,
  "species": ["Ti", "C", "C", "C", "C", "C", "C", "C", "C", "C", "C", "C", "C", "H", "H", "H", "H", "H", "H", "H", "H", "H", "H", "H", "H", "H", "H", "H", "H", "H", "H", "Br", "C", "C", "Br", "C", "Br", "C", "O", "C", "O", "C", "Br", "C", "C", "C", "C", "C", "C", "O", "N", "C", "O", "N", "C", "O", "H", "H", "H", "H", "H", "H", "H", "H", "H", "H", "H"],
  "positions_angstrom": [[0.42, 0.38, 0.32], [0.28, 3.75, 1.21], [1.35, 2.70, 0.91], [1.62, 1.79, 1.96], [1.08, 2.05, 3.39], [2.44, 0.68, 1.71], [3.01, -0.17, 2.80], [2.90, 0.50, 0.36], [3.84, -0.65, -0.07], [2.48, 1.39, -0.68], [2.83, 1.08, -2.10], [1.76, 2.56, -0.35], [1.39, 3.50, -1.41], [0.57, 4.77, 1.38], [-0.43, 3.50, 1.99], [-0.32, 3.76, 0.23], [0.07, 1.68, 3.48], [1.18, 3.15, 3.53], [1.60, 1.54, 4.18], [3.84, -0.84, 2.58], [2.19, -0.84, 3.23], [3.25, 0.60, 3.59], [3.88, -0.82, -1.14], [3.50, -1.57, 0.45], [4.80, -0.44, 0.34], [2.37, 1.81, -2.77], [2.69, 0.00, -2.31], [3.95, 1.27, -2.32], [0.37, 3.27, -1.77], [2.08, 3.53, -2.21], [1.28, 4.56, -1.13], [-2.25, -3.84, 5.25], [-1.98, -2.45, 3.95], [-2.84, -1.40, 3.95], [-4.30, -1.34, 5.13], [-2.65, -0.35, 3.06], [-3.89, 1.11, 2.89], [-1.58, -0.34, 2.22], [-1.25, 0.55, 1.33], [-0.64, -1.38, 2.33], [0.35, -1.27, 1.43], [-0.86, -2.48, 3.17], [0.33, -3.90, 3.29], [-2.82, -3.26, -1.12], [-1.72, -2.24, -1.06], [-1.43, -1.38, -2.35], [-0.84, -2.21, -3.47], [-0.66, -1.31, -4.71], [-2.75, -0.71, -2.77], [-3.62, -1.33, -3.32], [-2.95, 0.64, -2.37], [-1.97, 1.41, -1.68], [-2.19, 2.54, -1.34], [-0.71, 0.83, -1.55], [-0.43, -0.44, -1.80], [0.68, -0.88, -1.36], [-2.90, -3.83, -0.24], [-2.65, -3.98, -1.84], [-3.82, -2.79, -1.21], [-0.81, -2.78, -0.84], [-2.03, -1.66, -0.20], [-1.52, -3.03, -3.57], [0.11, -2.69, -3.14], [-1.58, -0.69, -4.97], [-0.45, -1.84, -5.65], [0.26, -0.74, -4.52], [-3.87, 0.97, -2.30]]
}

***

No. 4
{
  "formula": "CH4FINP",
  "method": "wB97M-V/def2-TZVPD",
  "lumo_ev": -0.0043,
  "e_above_lowest_ev": 0.612,
  "smiles": "CNP(F)I",
  "homo_ev": -9.588,
  "energy_ha": -834.18910,
  "species": ["C", "N", "F", "P", "I", "H", "H", "H", "H"],
  "positions_angstrom": [[-0.80, 0.85, 0.57], [0.57, 0.49, 0.26], [2.29, -0.52, -1.23], [0.68, -0.43, -1.44], [-0.04, -2.76, -1.10], [-1.49, 0.79, -0.32], [-1.18, 0.01, 1.22], [-0.82, 1.81, 1.16], [0.78, -0.24, 0.88]]
}